#P
17 unconnected molecules or ions with the total composition C68H170O34. Source: the Open Molecules 2025 dataset; level of theory: ωB97M-V/def2-TZVPD.

```
! wB97M-V def2-TZVPD RIJCOSX def2/J DEFGRID3
* xyz 0 1
C 26.197 27.192 16.800
O 25.756 27.398 18.123
C 25.382 26.265 18.821
C 25.708 26.462 20.318
O 27.097 26.443 20.458
C 27.502 26.718 21.764
H 26.445 28.168 16.435
H 25.367 26.826 16.198
H 27.095 26.552 16.691
H 25.889 25.357 18.572
H 24.304 26.074 18.688
H 25.326 25.609 20.865
H 25.257 27.423 20.574
H 27.429 27.796 21.946
H 28.561 26.500 21.881
H 26.952 26.136 22.477
C 25.935 20.034 13.069
O 24.926 19.201 12.623
C 23.696 19.080 13.430
C 22.917 17.981 12.710
O 22.367 18.385 11.467
C 21.224 19.224 11.506
H 25.458 21.037 13.274
H 26.714 20.198 12.274
H 26.419 19.817 14.008
H 23.137 20.035 13.599
H 24.056 18.783 14.424
H 22.102 17.541 13.322
H 23.615 17.151 12.569
H 21.137 19.814 10.574
H 21.185 19.978 12.337
H 20.364 18.558 11.661
C 15.283 22.460 13.665
O 16.316 23.084 12.944
C 17.620 22.739 13.428
C 18.257 21.443 12.907
O 18.825 21.638 11.602
C 17.943 21.230 10.537
H 15.283 22.811 14.701
H 15.360 21.372 13.619
H 14.320 22.756 13.245
H 17.596 22.700 14.505
H 18.367 23.485 13.160
H 17.550 20.610 12.890
H 19.098 21.168 13.531
H 18.452 21.512 9.600
H 16.955 21.695 10.484
H 17.863 20.118 10.497
C 25.518 23.045 21.955
O 24.266 23.635 22.194
C 23.408 23.493 21.068
C 22.051 24.095 21.269
O 21.372 23.359 22.274
C 20.166 23.931 22.762
H 26.148 23.172 22.827
H 26.069 23.472 21.112
H 25.505 21.964 21.766
H 23.210 22.441 20.930
H 23.864 23.922 20.165
H 21.486 24.079 20.321
H 22.155 25.167 21.478
H 20.433 24.738 23.473
H 19.647 23.135 23.295
H 19.446 24.218 22.005
C 20.265 24.924 12.257
O 20.968 26.021 11.596
C 22.200 26.376 12.159
C 22.144 27.447 13.225
O 21.500 26.922 14.402
C 21.225 27.947 15.282
H 19.366 24.794 11.682
H 19.856 25.155 13.224
H 20.883 23.988 12.389
H 22.847 26.698 11.330
H 22.651 25.477 12.602
H 21.649 28.354 12.839
H 23.174 27.746 13.457
H 20.841 27.451 16.158
H 20.614 28.784 15.021
H 22.179 28.399 15.528
C 20.570 10.992 9.282
O 21.959 11.008 9.671
C 22.148 11.344 11.044
C 22.476 12.789 11.276
O 21.365 13.627 11.115
C 21.601 14.969 11.414
H 20.127 12.007 9.319
H 19.955 10.314 9.818
H 20.543 10.694 8.252
H 22.992 10.721 11.353
H 21.294 11.020 11.691
H 23.349 13.115 10.594
H 22.886 12.913 12.308
H 22.377 15.457 10.819
H 21.767 15.057 12.497
H 20.693 15.494 11.220
C 10.894 15.849 15.461
O 12.156 15.457 15.867
C 12.460 16.011 17.137
C 13.963 15.698 17.317
O 14.691 16.518 16.446
C 15.970 16.114 16.044
H 10.760 16.932 15.557
H 10.043 15.365 15.969
H 10.787 15.629 14.408
H 11.882 15.540 17.978
H 12.255 17.102 17.161
H 14.028 14.630 17.084
H 14.216 15.826 18.358
H 15.924 15.549 15.087
H 16.496 15.569 16.823
H 16.595 16.964 15.801
C 21.017 27.856 22.111
O 21.565 27.922 20.834
C 20.966 28.891 19.997
C 21.454 28.853 18.611
O 20.960 29.918 17.854
C 21.834 31.052 17.776
H 20.049 27.376 22.119
H 21.009 28.816 22.674
H 21.558 27.076 22.667
H 21.095 29.888 20.439
H 19.870 28.747 19.934
H 21.035 27.956 18.180
H 22.541 28.772 18.559
H 22.234 31.404 18.733
H 21.261 31.856 17.332
H 22.722 30.751 17.170
C 20.192 16.396 17.888
O 19.352 15.863 16.838
C 20.125 15.388 15.778
C 19.227 15.070 14.571
O 18.806 16.290 13.948
C 17.960 16.137 12.855
H 20.790 15.595 18.324
H 19.499 16.802 18.636
H 20.859 17.204 17.630
H 20.666 14.473 16.058
H 20.845 16.129 15.410
H 18.355 14.509 14.909
H 19.703 14.425 13.803
H 17.026 15.672 13.183
H 18.434 15.608 12.029
H 17.687 17.088 12.439
C 24.999 24.193 14.307
O 24.939 23.580 15.581
C 26.164 23.342 16.159
C 25.991 22.577 17.491
O 25.502 21.283 17.493
C 26.425 20.394 16.887
H 25.485 25.157 14.418
H 23.977 24.429 14.019
H 25.432 23.600 13.486
H 26.675 24.305 16.416
H 26.877 22.860 15.476
H 25.290 23.132 18.127
H 26.937 22.595 18.019
H 25.963 19.417 16.856
H 27.403 20.353 17.380
H 26.596 20.705 15.850
C 25.753 13.793 14.616
O 25.540 15.114 14.984
C 25.753 16.078 13.932
C 27.196 16.457 13.668
O 27.758 17.122 14.789
C 28.557 16.259 15.497
H 25.471 13.095 15.410
H 26.823 13.579 14.497
H 25.202 13.446 13.750
H 25.155 16.972 14.175
H 25.302 15.694 12.972
H 27.208 17.146 12.805
H 27.887 15.617 13.397
H 29.371 15.978 14.852
H 27.956 15.418 15.866
H 29.005 16.775 16.371
C 20.967 20.722 19.574
O 21.543 19.471 19.219
C 22.950 19.507 19.160
C 23.517 18.170 18.806
O 23.379 17.884 17.407
C 23.965 16.663 17.053
H 21.253 21.033 20.593
H 19.890 20.606 19.583
H 21.142 21.533 18.872
H 23.331 19.783 20.122
H 23.226 20.262 18.395
H 23.088 17.418 19.492
H 24.592 18.147 19.010
H 25.058 16.662 17.058
H 23.711 16.381 16.022
H 23.513 15.906 17.655
C 17.794 26.023 15.454
O 17.379 26.050 16.798
C 17.171 24.756 17.369
C 17.141 24.788 18.902
O 18.434 24.726 19.577
C 19.143 25.936 19.552
H 18.724 25.434 15.300
H 18.047 27.058 15.125
H 16.963 25.748 14.818
H 17.950 24.009 17.112
H 16.239 24.247 17.082
H 16.570 23.993 19.360
H 16.617 25.735 19.169
H 18.568 26.788 19.930
H 19.380 26.145 18.498
H 20.097 25.829 20.044
C 15.363 19.992 16.401
O 16.194 21.053 16.743
C 17.598 20.601 16.866
C 17.746 19.386 17.800
O 17.049 19.653 19.000
C 16.921 18.459 19.809
H 14.348 20.299 16.144
H 15.167 19.406 17.306
H 15.730 19.330 15.606
H 18.118 21.423 17.359
H 17.996 20.418 15.850
H 18.800 19.254 18.062
H 17.382 18.477 17.283
H 16.421 18.762 20.723
H 17.852 17.929 20.041
H 16.302 17.790 19.187
C 13.427 17.627 9.482
O 14.022 18.821 9.982
C 15.035 18.704 10.953
C 14.591 18.072 12.258
O 13.552 18.827 12.812
C 12.985 18.266 13.937
H 12.906 17.848 8.548
H 12.701 17.255 10.238
H 14.034 16.727 9.365
H 15.512 19.688 11.167
H 15.875 18.137 10.471
H 15.432 18.063 12.959
H 14.298 17.038 12.041
H 12.201 18.933 14.264
H 13.706 17.957 14.710
H 12.482 17.312 13.678
C 21.013 24.197 16.393
O 20.947 22.805 16.732
C 21.897 21.987 16.042
C 21.475 20.576 15.949
O 20.387 20.376 15.069
C 19.981 18.983 15.057
H 20.208 24.654 16.974
H 20.852 24.292 15.299
H 21.942 24.706 16.635
H 22.857 22.023 16.538
H 22.036 22.480 15.042
H 21.088 20.194 16.898
H 22.386 19.943 15.785
H 19.826 18.471 16.022
H 20.690 18.388 14.470
H 19.036 18.890 14.530
C 26.181 21.758 9.012
O 24.930 22.372 9.174
C 24.036 21.705 10.033
C 22.763 22.458 10.072
O 22.027 22.441 8.855
C 20.942 23.381 8.891
H 26.651 21.748 9.991
H 26.771 22.401 8.334
H 26.157 20.741 8.583
H 24.482 21.620 11.035
H 23.855 20.686 9.604
H 23.012 23.501 10.355
H 22.082 22.075 10.863
H 20.415 23.341 7.936
H 21.333 24.408 8.998
H 20.204 23.162 9.655
*
```



#Q
17 unconnected molecules or ions with the total composition C68H170O34. Source: the Open Molecules 2025 dataset; level of theory: ωB97M-V/def2-TZVPD.

```
! wB97M-V def2-TZVPD RIJCOSX def2/J DEFGRID3
* xyz 0 1
C -2.358 -1.425 -0.185
O -1.350 -0.558 0.161
C -0.312 -0.477 -0.850
C 0.888 0.280 -0.292
O 0.602 1.692 -0.038
C 1.699 2.616 0.247
H -2.799 -1.377 -1.180
H -3.204 -1.434 0.502
H -1.886 -2.405 -0.114
H -0.766 -0.113 -1.772
H 0.100 -1.462 -1.070
H 1.733 0.074 -0.949
H 1.250 -0.243 0.593
H 1.509 3.660 0.496
H 2.323 2.584 -0.646
H 2.361 2.181 0.996
C 3.821 0.146 3.249
O 4.567 0.733 4.341
C 3.936 1.918 4.777
C 4.971 2.508 5.761
O 6.316 2.540 5.342
C 6.691 3.241 4.131
H 3.409 0.887 2.564
H 2.954 -0.363 3.670
H 4.396 -0.593 2.691
H 3.022 1.613 5.286
H 3.796 2.601 3.939
H 4.993 2.047 6.748
H 4.627 3.534 5.895
H 6.328 2.724 3.242
H 7.777 3.327 4.129
H 6.268 4.244 4.072
C 1.286 -6.257 2.119
O 1.877 -5.526 3.207
C 3.052 -4.824 2.767
C 2.699 -3.535 1.977
O 1.940 -2.601 2.734
C 0.528 -2.795 2.764
H 1.178 -5.728 1.172
H 0.280 -6.495 2.467
H 1.802 -7.161 1.796
H 3.721 -5.503 2.237
H 3.584 -4.562 3.682
H 2.184 -3.732 1.037
H 3.609 -2.975 1.761
H 0.100 -2.989 1.781
H 0.038 -1.941 3.231
H 0.347 -3.668 3.392
C 2.240 3.974 -4.425
O 1.210 4.444 -5.299
C 0.972 5.782 -5.252
C 0.013 6.107 -6.435
O 0.164 7.503 -6.611
C -0.553 7.981 -7.793
H 3.143 4.569 -4.560
H 2.352 2.934 -4.734
H 1.976 3.994 -3.368
H 1.916 6.327 -5.230
H 0.474 6.052 -4.321
H -0.988 5.844 -6.092
H 0.323 5.442 -7.241
H -1.607 7.702 -7.781
H -0.059 7.539 -8.659
H -0.489 9.066 -7.708
C 0.118 -8.953 0.103
O -0.541 -7.666 0.090
C -0.429 -7.012 -1.141
C -1.318 -5.750 -1.261
O -2.647 -6.126 -1.138
C -3.521 -5.024 -1.283
H -0.265 -9.636 -0.655
H -0.026 -9.325 1.118
H 1.199 -8.824 0.044
H -0.690 -7.722 -1.926
H 0.621 -6.768 -1.297
H -1.158 -5.256 -2.220
H -1.016 -5.115 -0.429
H -4.496 -5.383 -0.954
H -3.605 -4.712 -2.324
H -3.299 -4.122 -0.712
C -1.737 -1.875 -4.517
O -1.049 -1.123 -5.443
C 0.246 -0.613 -5.035
C 1.309 -1.547 -4.500
O 1.133 -1.740 -3.081
C 2.128 -2.564 -2.421
H -2.014 -1.327 -3.616
H -1.156 -2.750 -4.225
H -2.594 -2.249 -5.077
H 0.203 0.213 -4.325
H 0.675 -0.175 -5.936
H 2.287 -1.100 -4.679
H 1.265 -2.502 -5.024
H 2.301 -3.509 -2.936
H 1.936 -2.811 -1.377
H 3.064 -2.010 -2.494
C -6.225 2.963 -2.331
O -5.299 2.061 -2.993
C -4.219 1.600 -2.185
C -3.322 2.756 -1.731
O -2.850 3.568 -2.837
C -1.920 2.941 -3.650
H -7.079 3.182 -2.971
H -5.921 3.976 -2.069
H -6.640 2.615 -1.384
H -3.690 0.860 -2.786
H -4.638 1.080 -1.324
H -2.537 2.190 -1.229
H -3.791 3.389 -0.978
H -1.626 3.740 -4.331
H -2.431 2.206 -4.272
H -1.093 2.487 -3.104
C -2.041 -3.367 5.258
O -2.846 -3.772 4.068
C -2.925 -2.795 3.048
C -4.299 -2.158 3.111
O -4.258 -0.910 2.416
C -5.386 -0.072 2.530
H -0.987 -3.104 5.160
H -2.231 -4.236 5.887
H -2.526 -2.652 5.923
H -2.777 -3.342 2.116
H -2.113 -2.069 3.038
H -4.594 -2.125 4.159
H -5.012 -2.803 2.597
H -5.457 0.377 3.521
H -6.279 -0.548 2.125
H -5.205 0.750 1.837
C -5.180 -1.980 -2.821
O -5.201 -1.700 -1.383
C -6.224 -2.348 -0.595
C -7.633 -2.093 -1.089
O -7.841 -2.866 -2.281
C -7.984 -4.299 -2.222
H -6.044 -1.763 -3.449
H -5.017 -3.032 -3.058
H -4.327 -1.463 -3.259
H -6.215 -2.073 0.460
H -5.994 -3.408 -0.487
H -7.696 -1.092 -1.516
H -8.467 -2.149 -0.388
H -8.620 -4.611 -1.394
H -7.054 -4.853 -2.090
H -8.472 -4.649 -3.132
C 0.069 1.411 3.368
O -1.068 2.101 3.861
C -2.321 1.734 3.244
C -2.579 2.482 1.892
O -2.849 3.883 1.999
C -1.740 4.591 2.482
H -0.081 1.002 2.369
H 0.321 0.476 3.869
H 0.974 2.009 3.473
H -2.982 2.002 4.069
H -2.423 0.671 3.030
H -3.385 2.007 1.331
H -1.750 2.361 1.195
H -1.564 4.416 3.543
H -1.933 5.660 2.395
H -0.865 4.385 1.865
C -10.248 -7.609 3.447
O -9.613 -6.643 2.709
C -8.817 -7.151 1.644
C -8.150 -5.967 0.936
O -7.341 -5.184 1.897
C -6.043 -5.729 2.130
H -10.931 -7.161 4.168
H -9.531 -8.132 4.080
H -10.860 -8.317 2.889
H -9.403 -7.677 0.891
H -8.136 -7.896 2.057
H -8.979 -5.312 0.670
H -7.579 -6.303 0.070
H -5.557 -5.756 1.155
H -6.126 -6.737 2.537
H -5.484 -5.107 2.829
C 8.220 8.815 -4.515
O 8.401 7.414 -4.529
C 9.210 6.885 -3.459
C 9.135 5.322 -3.604
O 7.873 4.724 -3.168
C 6.639 5.148 -3.802
H 7.787 9.254 -3.617
H 7.569 9.203 -5.298
H 9.204 9.283 -4.538
H 8.894 7.188 -2.461
H 10.178 7.343 -3.662
H 9.979 5.044 -2.973
H 9.428 4.985 -4.598
H 6.303 6.074 -3.336
H 5.893 4.373 -3.630
H 6.655 5.324 -4.878
C 5.070 1.976 -2.571
O 5.284 1.683 -1.207
C 5.990 2.750 -0.551
C 5.134 3.990 -0.219
O 4.332 4.563 -1.295
C 3.531 5.619 -0.889
H 6.073 2.110 -2.978
H 4.597 2.923 -2.828
H 4.650 1.148 -3.142
H 6.882 3.099 -1.072
H 6.370 2.292 0.363
H 5.758 4.777 0.204
H 4.468 3.734 0.604
H 2.807 5.809 -1.682
H 4.181 6.492 -0.834
H 3.014 5.487 0.061
C 4.950 -1.154 -0.478
O 4.881 -2.611 -0.398
C 5.782 -3.311 -1.222
C 5.514 -4.811 -0.844
O 4.128 -5.102 -0.970
C 3.900 -6.500 -0.702
H 5.805 -0.840 0.121
H 4.056 -0.750 -0.004
H 5.085 -0.698 -1.459
H 6.824 -3.002 -1.139
H 5.430 -3.123 -2.237
H 5.909 -4.861 0.171
H 6.151 -5.547 -1.334
H 4.318 -7.180 -1.445
H 2.833 -6.718 -0.667
H 4.281 -6.854 0.256
C -0.826 5.031 -1.144
O -0.087 5.929 -0.261
C -0.650 7.235 -0.130
C 0.387 8.179 0.454
O 1.494 8.363 -0.486
C 2.643 9.132 -0.154
H -0.331 4.097 -1.407
H -1.044 5.577 -2.062
H -1.807 4.707 -0.795
H -1.514 7.146 0.528
H -0.911 7.525 -1.148
H 0.855 7.807 1.366
H -0.103 9.148 0.551
H 3.507 8.985 -0.802
H 2.967 8.908 0.863
H 2.426 10.199 -0.109
C -2.548 -6.730 3.359
O -3.593 -7.619 2.965
C -3.529 -8.021 1.599
C -4.589 -9.055 1.110
O -4.357 -10.368 1.620
C -4.791 -10.747 2.902
H -1.678 -7.374 3.488
H -2.886 -6.271 4.288
H -2.363 -5.883 2.699
H -2.518 -8.334 1.339
H -3.718 -7.110 1.031
H -4.570 -9.149 0.024
H -5.613 -8.804 1.387
H -5.877 -10.800 2.964
H -4.425 -10.166 3.748
H -4.379 -11.731 3.129
C 5.477 6.767 2.826
O 4.318 5.883 2.968
C 3.175 6.612 3.330
C 2.110 5.646 3.775
O 2.318 5.377 5.181
C 1.179 4.739 5.882
H 5.894 7.131 3.765
H 5.211 7.532 2.096
H 6.248 6.233 2.271
H 2.928 7.287 2.510
H 3.422 7.282 4.153
H 2.149 4.695 3.244
H 1.094 5.989 3.583
H 0.339 5.431 5.939
H 1.539 4.541 6.892
H 0.929 3.780 5.429
*
```



Which of them is the most stable? Correct choice: #P.